{"formula": "C24H71N13O9", "method": "ωB97M-V with the def2-TZVPD basis set", "e_above_lowest_ev": 0.035, "orbital_gap_ha": [0.0779, 0.2950], "multiplicity": 2, "mol_weight_g_mol": 685.9, "total_charge": -1, "symbols": ["C", "O", "N", "N", "H", "H", "H", "H", "C", "O", "N", "N", "H", "H", "H", "H", "C", "O", "N", "N", "H", "H", "H", "H", "C", "O", "N", "N", "H", "H", "H", "H", "C", "C", "C", "O", "C", "N", "H", "H", "H", "H", "H", "H", "H", "H", "H", "H", "H", "C", "C", "C", "O", "C", "N", "H", "H", "H", "H", "H", "H", "H", "H", "H", "H", "H", "C", "C", "C", "O", "C", "N", "H", "H", "H", "H", "H", "H", "H", "H", "H", "H", "H", "C", "C", "C", "O", "C", "N", "H", "H", "H", "H", "H", "H", "H", "H", "H", "H", "H", "C", "C", "C", "O", "C", "N", "H", "H", "H", "H", "H", "H", "H", "H", "H", "H", "H"], "coordinates": [[0.15959, 1.23130, -0.34459], [-0.30503, 2.36873, -0.07994], [0.96706, 0.52917, 0.36690], [-0.20064, 0.43042, -1.28397], [1.28185, -0.34267, -0.03424], [1.41739, 0.91938, 1.18240], [0.01481, -0.55291, -1.20188], [-0.91582, 0.70718, -1.94126], [2.77496, 0.75770, 3.21853], [2.10446, 1.65164, 2.80934], [2.56968, 0.06086, 4.29257], [3.67208, 0.17536, 2.48577], [3.17209, -0.74840, 4.34043], [2.20516, 0.38281, 5.17776], [4.31243, -0.51020, 2.86000], [3.82122, 0.51721, 1.54716], [-0.91402, -1.08852, 4.68352], [-1.10605, 0.02672, 5.16262], [-0.25479, -1.26358, 3.57560], [-1.28935, -2.23585, 5.18563], [-0.09221, -2.15430, 3.12807], [0.07759, -0.45206, 3.07454], [-2.06224, -2.30729, 5.83188], [-1.03356, -3.10293, 4.73526], [-2.09747, 2.58508, -3.38397], [-2.15926, 1.50369, -2.84484], [-1.57495, 3.56261, -2.71028], [-2.39956, 2.82316, -4.60596], [-1.26518, 3.28255, -1.79065], [-1.46587, 4.46921, -3.14190], [-2.77379, 2.11139, -5.21706], [-2.42890, 3.79032, -4.89550], [-3.95166, 4.76662, 2.63397], [-4.00766, 3.25414, 2.32295], [-5.36993, 2.65407, 2.49356], [-5.94566, 3.05468, 3.75435], [-7.30093, 2.62532, 3.87351], [-3.57326, 3.14346, 0.93144], [-4.51169, 5.31651, 1.87758], [-2.90156, 5.05161, 2.56931], [-4.32270, 5.09673, 3.60425], [-3.29076, 2.71398, 2.94132], [-5.42747, 1.57405, 2.35818], [-6.10298, 3.01826, 1.77377], [-7.36846, 1.54878, 3.71667], [-8.01566, 3.00627, 3.14404], [-7.72784, 2.81189, 4.85893], [-3.61107, 2.15362, 0.73431], [-2.59063, 3.30212, 0.76007], [-0.36609, 3.89086, 3.82080], [0.30388, 4.82496, 2.85118], [1.19258, 5.92766, 3.52117], [0.62268, 6.66894, 4.58831], [-0.69208, 7.26340, 4.31461], [0.97771, 4.14432, 1.75885], [-0.74550, 3.09559, 3.17916], [-1.24522, 4.38636, 4.23275], [0.20966, 3.39373, 4.60149], [-0.43425, 5.51394, 2.44060], [1.44853, 6.65738, 2.75299], [2.14051, 5.51049, 3.86103], [-0.88555, 8.07474, 5.01630], [-1.46334, 6.49336, 4.29675], [-0.65751, 7.68171, 3.30866], [0.33228, 3.63340, 1.17364], [1.51191, 3.36098, 2.10687], [-0.48846, -3.17851, -2.68566], [0.82369, -2.99116, -1.90048], [1.90532, -2.25111, -2.70525], [2.11435, -2.83165, -4.01931], [2.99556, -2.14786, -4.82225], [0.48356, -2.40321, -0.64066], [-1.30394, -3.55884, -2.07048], [-0.36141, -3.97216, -3.42192], [-0.71739, -2.22136, -3.15422], [1.24087, -3.97036, -1.66546], [2.84644, -2.19268, -2.15844], [1.54122, -1.22509, -2.75828], [2.75604, -1.10108, -5.00925], [3.19112, -2.61881, -5.78561], [3.99331, -2.13171, -4.38366], [1.21773, -2.45537, 0.05098], [-0.31387, -2.91414, -0.28971], [-0.50184, -4.80307, -6.14296], [-0.87856, -3.79421, -7.21559], [-0.39280, -2.33514, -6.95739], [-0.88930, -1.82253, -5.65628], [-0.51183, -0.48118, -5.46145], [-0.26883, -4.27459, -8.40314], [0.44335, -4.55400, -5.66059], [-0.45042, -5.82399, -6.52132], [-1.30863, -4.72747, -5.41394], [-1.95344, -3.80950, -7.39582], [-0.85875, -1.75469, -7.75366], [0.66401, -2.10368, -7.09042], [-1.00173, 0.13327, -6.21680], [0.54729, -0.36142, -5.68950], [-0.78189, -0.02489, -4.50910], [0.67237, -3.91022, -8.44162], [-0.05474, -5.26153, -8.38877], [3.99367, -2.53792, 0.35551], [3.06971, -3.63403, 0.87788], [3.69199, -4.96696, 1.39513], [4.42805, -4.69853, 2.61952], [5.09837, -5.82453, 3.08950], [2.30205, -2.90239, 1.93167], [3.52600, -1.60705, 0.03479], [4.41059, -3.03425, -0.52081], [4.66440, -2.24922, 1.16476], [2.32864, -3.88707, 0.11967], [4.28844, -5.45167, 0.62220], [2.89195, -5.69158, 1.54668], [5.82032, -6.09468, 2.31885], [4.34000, -6.57568, 3.31031], [5.54971, -5.65027, 4.06624], [2.95973, -2.47892, 2.57061], [1.79606, -3.58301, 2.48016]], "atomic_forces_ev_per_a": [[-2.073, 2.181, 0.902], [0.336, -0.502, -0.795], [4.140, -0.805, 4.183], [-2.590, -1.098, -5.166], [0.116, 0.264, 0.704], [0.058, 0.025, 0.120], [-0.230, -0.067, 0.013], [-0.171, 0.113, 0.069], [-0.704, -0.537, 0.048], [-1.922, 3.316, -0.786], [-0.167, -1.871, 4.171], [3.572, -1.133, -3.381], [-0.297, -0.201, 0.729], [-0.327, 0.229, -0.511], [0.010, 0.114, -0.219], [0.089, -0.063, 0.242], [-0.077, 2.548, 0.427], [-0.438, -0.049, 0.451], [2.075, 0.410, -3.703], [-1.869, -3.428, 2.418], [-0.045, 0.124, 0.167], [0.043, -0.097, 0.207], [0.379, 0.340, -0.012], [-0.045, 0.191, -0.005], [1.047, -1.540, 2.475], [-1.081, -2.698, 0.000], [0.818, 2.875, 1.098], [-1.573, 1.156, -4.996], [0.384, 0.551, 0.505], [0.291, -0.126, 0.733], [0.018, 0.209, 0.372], [-0.104, -0.427, -0.343], [0.021, -0.277, 0.202], [1.029, 1.322, 0.145], [-1.851, 0.576, 0.307], [-0.553, -0.340, 0.165], [0.371, -0.793, -0.090], [-0.756, -1.058, -0.663], [0.015, -0.075, -0.156], [0.036, 0.185, -0.086], [-0.008, -0.430, 0.111], [-0.113, 0.058, 0.572], [0.477, -0.373, 0.351], [0.343, 0.388, -0.751], [0.173, -0.391, 0.124], [0.298, 0.722, -0.384], [0.533, 0.320, 0.096], [-0.231, -0.387, -0.534], [0.369, 0.523, 0.558], [-1.000, -0.369, -0.295], [0.714, 1.326, 0.537], [0.213, -0.337, -0.756], [-1.480, 0.209, 0.648], [1.728, -0.847, -0.701], [0.573, 0.619, 0.094], [-0.222, -0.298, 0.212], [0.019, -0.153, 0.499], [0.291, 0.367, -0.074], [-0.671, -0.568, -0.540], [0.098, -0.022, -0.487], [-0.061, -0.053, 0.397], [0.114, -0.359, 0.182], [-0.142, 0.124, 0.377], [-0.072, 0.272, -0.189], [-0.488, 0.324, -0.302], [0.449, 0.197, 0.477], [0.965, -0.270, -0.243], [0.032, -2.029, -0.789], [-0.514, 0.424, -0.276], [-1.355, -0.423, 1.226], [1.580, 0.697, -0.091], [0.023, 1.338, 0.114], [0.020, 0.426, 0.360], [0.131, 0.437, -0.364], [-0.457, -0.255, -0.131], [0.101, -0.595, -0.473], [0.205, -0.303, 0.044], [0.050, 0.403, -0.578], [-0.467, 0.192, 0.044], [-0.730, -0.403, -0.021], [0.337, 0.105, 0.399], [0.015, -0.026, 0.348], [-0.052, 0.168, 0.361], [-0.965, 0.811, 1.322], [0.914, -0.409, 1.095], [-2.043, 0.494, 0.969], [0.557, -1.161, -1.130], [0.122, 0.395, -1.249], [1.525, 0.441, -2.634], [0.039, 0.031, 0.016], [-0.191, 0.074, -0.072], [0.291, -0.419, 0.573], [-0.138, 0.326, 0.376], [-0.260, 0.347, -0.108], [0.443, -0.700, 0.467], [-0.287, 0.286, -0.266], [0.360, 0.072, 0.440], [0.004, -0.747, 0.281], [0.253, 0.441, -0.310], [-0.657, -0.221, 0.186], [0.289, -1.333, -0.470], [-0.844, 1.086, 1.683], [0.244, 1.345, 0.496], [-0.903, 0.742, -1.325], [-0.566, -0.201, 0.100], [-0.296, -0.823, -0.784], [-0.580, -0.269, 0.022], [1.133, 0.597, -0.068], [0.565, -0.330, -0.392], [0.291, -0.393, -0.176], [0.687, 0.191, -0.112], [-0.331, 0.068, 0.505], [0.278, -0.689, 0.274], [0.163, -0.731, -0.363], [0.301, 0.528, -0.252], [0.216, 0.076, 0.336], [-0.380, -0.214, 0.479]], "mulliken_spin": [0.1061, -0.0598, -0.1630, -0.0223, -0.0005, 0.0250, 0.0292, 0.0152, 1.3518, -0.6364, -0.2220, -0.1162, 0.0541, -0.0524, -0.0468, 0.0053, 0.8173, -0.2691, -0.3863, 0.1562, -0.0613, 0.1635, 0.0115, -0.2699, 0.0006, -0.0017, -0.0010, -0.0001, 0.0022, 0.0004, 0.0000, -0.0002, 0.0010, -0.0211, 0.0061, 0.0005, 0.0003, 0.0046, 0.0000, -0.0001, 0.0003, 0.0043, 0.0004, 0.0003, 0.0003, 0.0000, 0.0000, -0.0025, 0.0019, -0.0275, 0.0027, 0.0005, 0.0004, 0.0003, -0.0059, -0.0053, -0.0013, 0.0116, 0.0007, -0.0003, -0.0005, 0.0000, -0.0004, 0.0000, 0.0120, -0.0047, -0.0704, 0.1291, -0.0803, -0.0299, 0.0203, 0.1297, -0.0259, 0.0458, 0.0346, 0.2562, 0.0245, 0.0056, -0.0031, 0.0080, -0.0128, -0.2478, -0.1272, 0.0046, -0.0005, -0.0012, -0.0006, -0.0001, 0.0006, -0.0035, 0.0030, 0.0045, -0.0006, 0.0000, 0.0004, 0.0009, -0.0001, -0.0014, -0.0005, -0.0001, 0.5338, -0.6341, 0.5427, -1.0717, 0.5084, -0.1964, -0.1220, 0.1038, -0.1527, 0.6230, 0.2202, 0.0263, -0.0182, -0.1054, 0.0673, 0.2898, -0.0843]}